[1]
# C16H8Cl44FO5PS

A molecular structure, C16H8Cl44FO5PS (ωB97M-V/def2-TZVPD, OMol25).

For the molar mass, the calculation gives 1922.21 g/mol. For the HOMO-LUMO gap, the calculation gives 8.878 eV. The value obtained for the HOMO energy is -9.12 eV. As for the lowest unoccupied orbital energy: -0.247 eV.

Geometry as ORCA input:
```
! RIJCOSX wB97M-V def2-TZVPD def2/J DEFGRID3
* xyz 0 1
C 0.26745 6.28970 -3.34158
C 0.64664 6.55017 -1.73591
F 1.94394 7.32345 -1.77726
C 0.79609 5.09449 -0.99677
P -0.30004 3.62262 -1.52452
O -1.80099 4.05558 -2.29404
O -0.71235 2.71145 -0.07769
S 0.79327 2.48664 -2.71649
C 1.15230 5.04974 0.62216
O 2.54608 5.59493 0.61108
C 3.19631 4.74414 -0.40624
O 4.42065 4.19459 -0.45320
O 2.15026 4.66109 -1.47688
H 0.69293 5.23809 -3.71275
H 0.82119 7.11701 -3.99323
H -0.89702 6.39499 -3.53111
H -0.17277 7.20540 -1.18181
H -1.71171 4.08860 -3.30235
H -1.08627 1.83449 -0.40331
H 0.38364 5.50303 1.37935
H 1.36896 3.92807 0.95483
C 2.88406 1.58415 3.12182
Cl 3.91029 0.24482 2.54930
Cl 2.24418 1.19295 4.73808
Cl 3.85177 3.07742 3.21167
Cl 1.52994 1.82127 1.98842
C -0.68790 5.63773 4.40769
Cl -1.44248 5.85132 2.80778
Cl -1.95792 5.43670 5.64116
Cl 0.35256 4.19158 4.38540
Cl 0.29600 7.07133 4.79653
C 6.89599 -2.39949 4.45123
Cl 6.14141 -2.18590 2.85132
Cl 5.62597 -2.60052 5.68469
Cl 7.93645 -3.84564 4.42893
Cl 7.87989 -0.96589 4.84007
C -2.27792 -0.64589 1.28341
Cl -2.36085 -0.13814 -0.42248
Cl -0.88746 0.14251 2.07071
Cl -3.77950 -0.17287 2.11760
Cl -2.08363 -2.41496 1.36780
C 0.85995 -1.84036 -3.00612
Cl -0.26641 -1.13167 -1.82129
Cl -0.06335 -2.52260 -4.36878
Cl 1.96116 -0.57600 -3.60873
Cl 1.80819 -3.13124 -2.22578
C 7.26033 1.83292 1.07489
Cl 6.00093 1.22663 -0.03012
Cl 8.86820 1.49234 0.38675
Cl 7.06630 3.59100 1.28918
Cl 7.10605 1.02159 2.65363
C 3.52133 -6.49489 5.48769
Cl 3.80014 -8.15014 6.08531
Cl 2.25854 -6.52213 4.23094
Cl 2.99435 -5.45722 6.83673
Cl 5.03216 -5.85019 4.79760
C -4.58954 -5.05678 -0.46542
Cl -5.71590 -4.34810 0.71941
Cl -5.51284 -5.73902 -1.82808
Cl -3.48833 -3.79243 -1.06803
Cl -3.64130 -6.34767 0.31492
C -4.20680 -1.42373 -5.44978
Cl -3.79413 0.29200 -5.20332
Cl -3.73801 -2.36023 -4.00825
Cl -5.96166 -1.58039 -5.71495
Cl -3.33327 -2.04632 -6.87237
C -7.13754 -3.75122 -8.86547
Cl -8.26389 -3.04253 -7.68064
Cl -8.06083 -4.43345 -10.22813
Cl -6.03632 -2.48686 -9.46808
Cl -6.18929 -5.04210 -8.08513
C -5.42148 -8.18000 3.83158
Cl -6.17606 -7.96640 2.23167
Cl -6.69150 -8.38103 5.06505
Cl -4.38102 -9.62615 3.80929
Cl -4.43758 -6.74640 4.22042
*
```

[2]
# C2H4N2Se

A molecular structure, C2H4N2Se (ωB97M-V/def2-TZVPD, OMol25).

For the molar mass, the calculation gives 135.03 g/mol. The value obtained for the energy above the lowest of the compared OMol25 structures with the same formula, charge and spin is 157.9 kJ/mol. For the HOMO-LUMO gap (alpha / beta), the calculation gives 8.116 / 8.115 eV. The value obtained for the HOMO energy (alpha / beta) is -8.62 / -8.62 eV. As for the lowest unoccupied orbital energy (alpha / beta): -0.509 / -0.509 eV.

Geometry as ORCA input:
```
! RIJCOSX wB97M-V def2-TZVPD def2/J DEFGRID3
* xyz 0 1
C -1.18355 -0.51187 0.66709
C 1.02758 0.25987 -0.72332
N -0.24146 0.40907 1.16395
N 0.68312 0.88509 0.51990
Se 0.12333 -1.34021 -1.30982
H -1.31598 -1.16401 1.43570
H -1.96608 0.12582 0.30523
H 0.81090 1.06716 -1.49731
H 2.06213 0.26908 -0.56142
*
```

[3]
# C4H15N4O5Tl

A molecular structure, C4H15N4O5Tl (ωB97M-V/def2-TZVPD, OMol25).

For the molar mass, the calculation gives 403.57 g/mol. The value obtained for the energy above the lowest of the compared OMol25 structures with the same formula, charge and spin is 177.4 kJ/mol. For the HOMO-LUMO gap, the calculation gives 2.179 eV. The value obtained for the HOMO energy is -14.92 eV. As for the lowest unoccupied orbital energy: -12.738 eV.

Geometry as ORCA input:
```
! RIJCOSX wB97M-V def2-TZVPD def2/J DEFGRID3
* xyz 2 1
Tl 2.49936 -4.17144 -0.57962
O 0.35314 -0.31746 -0.77481
H 0.07700 -0.19694 0.15457
C 1.56958 4.18007 -2.84219
C 0.96385 4.82101 -1.54913
O 1.14191 4.06056 -0.28887
O 0.80322 3.15763 -3.41092
H 2.53298 3.78954 -2.51441
H 1.65180 4.98023 -3.57776
H -0.09540 5.00625 -1.72733
H 1.42941 5.76228 -1.25694
H 1.00178 3.15535 -0.57618
H 0.82713 2.51321 -2.69976
C -3.30569 -3.89954 -2.47542
O -2.55865 -4.47359 -1.78305
N -4.26681 -4.42957 -3.16981
N -3.15346 -2.64632 -2.74902
H -4.44568 -5.39653 -2.93944
H -4.80040 -3.89115 -3.83726
H -2.46741 -2.23141 -2.13477
H -3.91953 -2.08450 -3.09193
C 1.66598 -1.14935 4.99219
O 1.52342 -1.71094 3.94315
N 1.41020 -1.78274 6.13026
N 2.34066 -0.03181 5.16776
H 1.30446 -1.18844 6.94003
H 0.93516 -2.66983 6.04363
H 2.48425 0.17323 6.14624
H 2.49774 0.67220 4.46079
*
```

[4]
# C40H48ClMnN8O3S7

A molecular structure, C40H48ClMnN8O3S7 (ωB97M-V/def2-TZVPD, OMol25).

For the molar mass, the calculation gives 1003.74 g/mol. The value obtained for the energy above the lowest of the compared OMol25 structures with the same formula, charge and spin is 0.0 kJ/mol. For the HOMO-LUMO gap (alpha / beta), the calculation gives 5.482 / 5.540 eV. The value obtained for the HOMO energy (alpha / beta) is -3.95 / -4.01 eV. As for the lowest unoccupied orbital energy (alpha / beta): 1.530 / 1.525 eV.

Geometry as ORCA input:
```
! RIJCOSX wB97M-V def2-TZVPD def2/J DEFGRID3
* xyz -1 6
Mn -1.56793 0.04250 -1.69431
S -2.27846 -6.46274 -3.23359
C -1.30455 -5.36113 -2.49403
S -0.35478 -5.48537 -1.06497
C 0.24445 -3.83014 -1.03276
C 0.01387 -2.99954 -2.03468
S 0.35483 -1.27602 -2.27648
S -1.01229 -3.75038 -3.26758
S 1.16968 -3.38434 0.36493
C -2.49639 -0.46046 2.98985
C -2.45504 0.23770 1.60363
N -1.61380 -0.57501 0.75501
C -2.25611 -1.91954 0.56974
C -2.43926 -2.63874 1.97077
N -1.79024 -1.74090 3.00388
C -0.38153 -1.59183 2.61597
C -0.24365 -0.65262 1.41075
H -3.46908 -0.61217 3.39144
H -1.89901 0.17207 3.66674
H -2.05415 1.24820 1.61622
H -3.45478 0.34053 1.19968
H -1.53337 -2.44315 -0.03450
H -3.15836 -1.78178 0.05724
H -1.95972 -3.63100 2.00360
H -3.54981 -2.76245 2.24296
H -1.85760 -2.19192 3.92262
H 0.12459 -2.52954 2.37935
H 0.14253 -1.03680 3.35033
H 0.48518 -0.99270 0.76447
H -0.01330 0.33180 1.76077
C 7.12233 3.68834 -0.11083
C 5.64501 3.20065 0.03905
C 4.79299 3.47696 -1.26832
C 5.06508 3.96408 1.26828
C 5.64358 1.67238 0.42713
O 6.65564 1.58520 1.43725
C 4.45496 1.18863 1.20577
C 3.03918 1.21758 0.64993
C 2.00287 1.70787 1.70025
C 0.95941 2.61181 1.37552
C 0.19491 3.30800 2.31179
C 0.35965 2.80534 3.59961
Cl -0.56138 3.55376 4.95252
C 1.24543 1.83447 3.98669
C 2.12099 1.34803 3.02614
C 6.13833 0.54876 -0.52349
N 5.39520 0.37065 -1.73382
C 5.95382 0.35702 -2.96792
N 5.13703 -0.17720 -3.86832
C 4.07722 -0.51159 -3.08932
N 4.18566 -0.24855 -1.79083
H 7.17743 4.58634 -0.71965
H 7.77140 2.88986 -0.43868
H 7.64561 3.98894 0.83121
H 5.01533 2.89931 -2.13124
H 4.89721 4.54506 -1.56219
H 3.71583 3.41747 -1.24198
H 5.20163 5.02934 0.99677
H 5.68489 3.88251 2.20901
H 3.99589 3.72861 1.49621
H 6.37680 1.28335 2.30562
H 4.33401 1.71349 2.14984
H 4.61273 0.14991 1.44929
H 2.75229 0.22339 0.28786
H 2.99567 1.83026 -0.23487
H 0.75666 2.89683 0.29462
H -0.54153 3.99808 1.97866
H 1.26434 1.43736 4.95817
H 3.00589 0.86260 3.28682
H 6.03224 -0.35915 0.06630
H 7.12643 0.77787 -0.74872
H 6.99984 0.59215 -3.10504
H 3.18681 -0.93608 -3.50747
N -5.45614 -6.95091 -0.33153
C -5.68272 -5.55689 -0.26956
C -6.63359 -4.96822 0.64554
C -6.68342 -3.60483 0.68616
C -5.79099 -2.85710 -0.04526
C -4.85372 -3.39019 -0.85302
C -4.84952 -4.74804 -1.06779
S -5.96223 -1.05205 0.14022
O -5.67033 -0.78588 1.50349
O -7.24887 -0.65926 -0.32872
N -4.77984 -0.37827 -0.68489
C -4.62431 -0.56499 -1.98678
S -5.96325 -0.67294 -3.15630
C -4.79385 -0.85269 -4.41599
C -3.52648 -0.66611 -3.99939
N -3.43884 -0.50919 -2.60253
H -6.00693 -7.51038 0.21251
H -4.47622 -7.26038 -0.25148
H -7.18635 -5.57058 1.33865
H -7.45042 -3.05927 1.18527
H -4.25380 -2.78601 -1.51836
H -4.23983 -5.17478 -1.80375
H -5.02914 -1.00883 -5.45631
H -2.59240 -0.72535 -4.51578
C -0.89231 4.93414 -1.28172
C -0.17313 4.30803 -2.29561
C -0.38828 2.96495 -2.53843
C -1.27920 2.23127 -1.72569
C -2.02031 2.92418 -0.77330
C -1.82321 4.28221 -0.46999
H -0.80800 6.01204 -1.05292
H 0.47558 4.83901 -2.93785
H 0.29216 2.47736 -3.16605
H -2.81076 2.41370 -0.22911
H -2.40658 4.72394 0.29168
*
```

[5]
# C4H6O4

A single C4H6O4 molecule (ωB97M-V/def2-TZVPD, OMol25).

For the molar mass, the calculation gives 118.09 g/mol. The value obtained for the energy above the lowest of the compared OMol25 structures with the same formula, charge and spin is 132.8 kJ/mol. For the HOMO-LUMO gap, the calculation gives 11.876 eV. The value obtained for the HOMO energy is -11.12 eV. As for the lowest unoccupied orbital energy: 0.754 eV.

Geometry as ORCA input:
```
! RIJCOSX wB97M-V def2-TZVPD def2/J DEFGRID3
* xyz 0 1
C 0.11727 2.26191 0.07268
C 0.01375 -2.10281 -1.04284
C -0.72773 0.28732 1.18904
C 0.54143 -1.20528 0.02699
O -0.53861 -1.01452 1.06712
O -0.23330 0.87915 -0.01137
O -1.09996 0.91680 2.15350
O 1.69082 -0.91369 0.23791
H -0.81041 2.83900 0.03310
H 0.72587 2.53300 -0.79208
H 0.65859 2.49010 0.99505
H -1.06361 -2.24500 -0.95165
H 0.22364 -1.65065 -2.01526
H 0.50224 -3.07534 -0.96220
*
```

[6]
# C5H8N2O

A molecular structure, C5H8N2O (ωB97M-V/def2-TZVPD, OMol25).

For the molar mass, the calculation gives 112.13 g/mol. The value obtained for the energy above the lowest of the compared OMol25 structures with the same formula, charge and spin is 592.2 kJ/mol. For the HOMO-LUMO gap, the calculation gives 10.224 eV. The value obtained for the HOMO energy is -9.27 eV. As for the lowest unoccupied orbital energy: 0.957 eV.

Geometry as ORCA input:
```
! RIJCOSX wB97M-V def2-TZVPD def2/J DEFGRID3
* xyz 0 1
C 1.23821 0.40922 0.09429
C 0.21034 0.57441 -0.90018
C 0.01515 0.51212 1.07384
C -0.84406 -0.80816 0.75990
C -0.52869 -0.61675 -0.77036
H 1.20857 -1.44801 -0.16800
H 2.84687 -0.83759 -0.38410
H 1.94666 1.16376 -0.05626
H 0.41907 1.04838 -1.78911
H 0.04937 0.97632 2.05096
H -0.63778 -1.91653 1.26300
H -2.16063 0.40134 -0.26489
H 0.05304 -1.58767 -1.23867
N 1.86644 -0.84830 0.08321
N -1.96063 -0.55043 -0.21901
O -0.45145 1.44575 -0.00090
*
```

[7]
# C6H6

A single C6H6 molecule (ωB97M-V/def2-TZVPD, OMol25).

For the molar mass, the calculation gives 78.11 g/mol. The value obtained for the energy above the lowest of the compared OMol25 structures with the same formula, charge and spin is 453.9 kJ/mol. For the HOMO-LUMO gap, the calculation gives 10.741 eV. The value obtained for the HOMO energy is -9.78 eV. As for the lowest unoccupied orbital energy: 0.960 eV.

Geometry as ORCA input:
```
! RIJCOSX wB97M-V def2-TZVPD def2/J DEFGRID3
* xyz 0 1
C -1.64928 -2.37758 -0.99335
C -1.35038 -1.20502 -0.72846
C -0.58167 0.03065 -0.43401
C 0.48859 -0.07418 0.71522
C 1.15605 1.19153 0.75885
C 1.72426 2.29799 0.72405
H -1.78378 -3.45817 -1.41704
H -1.16613 0.89908 -0.07494
H -0.17542 0.36513 -1.38764
H 1.28854 -0.89657 0.66067
H -0.11015 -0.12191 1.66947
H 2.15936 3.34905 0.50719
*
```

[8]
# C42H41ClIrN5O2S2

A molecular structure, C42H41ClIrN5O2S2 (ωB97M-V/def2-TZVPD, OMol25).

For the molar mass, the calculation gives 939.63 g/mol. The value obtained for the energy above the lowest of the compared OMol25 structures with the same formula, charge and spin is 192.4 kJ/mol. For the HOMO-LUMO gap (alpha / beta), the calculation gives 6.261 / 5.476 eV. The value obtained for the HOMO energy (alpha / beta) is -10.52 / -10.37 eV. As for the lowest unoccupied orbital energy (alpha / beta): -4.262 / -4.898 eV.

Geometry as ORCA input:
```
! RIJCOSX wB97M-V def2-TZVPD def2/J DEFGRID3
* xyz 1 2
Ir -0.48085 0.11812 -0.10440
C -2.01878 -2.48048 1.92657
C -2.12554 -1.32728 2.89001
C -3.16045 -1.31161 3.81701
C -3.25021 -0.30771 4.76744
C -2.27328 0.66840 4.81211
C -1.21069 0.67800 3.90744
C -0.14655 1.73142 4.06590
C -1.15914 -0.31453 2.92209
N -0.13962 -0.29279 1.91457
C 1.16693 -0.29325 2.28230
O 1.63207 -0.56246 3.37655
C 2.09469 0.06483 1.12879
C 3.44530 0.33228 1.22930
C 4.13946 0.67050 0.07038
C 3.48613 0.71605 -1.16063
C 2.13553 0.45143 -1.18681
N 1.50189 0.14657 -0.05874
C 1.23615 0.48992 -2.40932
O 1.70009 0.64543 -3.51818
N -0.09804 0.35602 -2.09190
C -1.05904 0.33155 -3.17627
C -1.18833 -0.81147 -3.96781
C -0.22329 -1.95818 -3.86732
C -2.19867 -0.85456 -4.92452
C -3.06260 0.20941 -5.10435
C -2.84978 1.37644 -4.39338
C -1.82424 1.46530 -3.45928
C -1.46129 2.82055 -2.91288
H -2.89857 -3.11927 1.99403
H -1.14325 -3.08936 2.16510
H -1.91203 -2.15070 0.89219
H -3.89589 -2.10781 3.80186
H -4.06242 -0.30230 5.48296
H -2.31903 1.44485 5.56758
H -0.54798 2.59840 4.59339
H 0.26362 2.05979 3.11205
H 0.68428 1.33133 4.64920
H 3.91604 0.28565 2.20156
H 5.19328 0.90887 0.12652
H 3.99312 0.95623 -2.08504
H -0.03338 -2.24104 -2.83702
H 0.73458 -1.67290 -4.30729
H -0.59835 -2.82572 -4.40849
H -2.30372 -1.74454 -5.53388
H -3.86989 0.14430 -5.82210
H -3.45870 2.25145 -4.59217
H -2.33547 3.47620 -2.87058
H -0.72975 3.28943 -3.57568
H -0.99575 2.75638 -1.93724
S -2.81505 0.24840 -0.03186
C -3.17072 1.83170 0.21991
N -4.42703 2.23778 0.35616
C -4.68023 3.61239 0.79304
C -3.77680 4.53013 0.02576
N -2.38238 4.12381 0.24597
C -1.40395 5.22652 0.31971
C -1.54070 5.96545 1.62893
C -1.16494 5.34129 2.81760
C -1.30348 6.00517 4.02492
C -1.81936 7.29629 4.05453
C -2.20492 7.91608 2.87643
C -2.06920 7.24909 1.66450
C -2.06881 2.85925 0.33830
S -0.47692 2.36026 0.55519
C -5.55032 1.29316 0.29411
C -5.89430 0.90301 -1.12667
C -5.89538 -0.42856 -1.51641
C -6.19040 -0.77387 -2.82833
C -6.48197 0.21330 -3.75759
C -6.49860 1.54657 -3.36939
C -6.20456 1.88789 -2.05939
H -4.48042 3.70794 1.86486
H -5.72153 3.86425 0.61218
H -3.89746 5.55329 0.37565
H -3.99558 4.49367 -1.04462
H -1.59273 5.89078 -0.52386
H -0.40632 4.80928 0.21623
H -0.74895 4.33920 2.79481
H -0.99892 5.52232 4.94431
H -1.91843 7.81818 4.99695
H -2.60599 8.92065 2.89599
H -2.35895 7.74082 0.74201
H -6.39874 1.78297 0.77012
H -5.29982 0.40713 0.88113
H -5.67959 -1.20162 -0.78747
H -6.18462 -1.81468 -3.12374
H -6.70434 -0.05653 -4.78157
H -6.74246 2.31850 -4.08786
H -6.24633 2.93113 -1.76012
Cl 1.91303 -2.61389 -1.19572
C 0.43348 -2.45604 -0.38063
H 0.50473 -2.57551 0.69131
H -0.41713 -2.86696 -0.90871
*
```